Density functional theory data (the ωB97M-V functional and the def2-TZVPD basis) for 2 unconnected molecules or ions with the total composition CH2BrI.

Output
Expectation value of S² ... 2.007
HOMO-LUMO gap (spin up / spin down) ... 9.11 / 6.67 eV
Molecular weight ... 220.835 g/mol
ΔE to the lowest compared entry with this formula, charge and spin ... 0.00 kcal per mole
Net charge ... 0
Highest occupied orbital energy (spin up / spin down) ... -8.28 / -10.11 eV
Multiplicity ... 3
E_tot ... -79209.826 eV

The geometry in XYZ format:
```
5
CH2BrI (the ωB97M-V functional and the def2-TZVPD basis)
I 0.85 0.98 -3.23
H -0.65 0.08 -0.24
Br 0.41 -1.68 1.20
C -0.31 -0.08 0.77
H -0.29 0.71 1.50
```

For each atom in turn, the Löwdin charge in e is: atom 1 (I): 0.04, atom 2 (H): -0.06, atom 3 (Br): 0.63, atom 4 (C): -0.59, atom 5 (H): -0.02